(1)
Formula: C16H33Cl9OP
Source: the Open Molecules 2025 dataset
Level of theory: ωB97M-V with the def2-TZVPD basis set

**Total charge**: +1
**Relative energy (zero: lowest compared OMol25 entry of this formula, charge and spin)**: 0.0 kcal per mole
**HOMO-LUMO gap**: 9.69 eV
**Molecular weight**: 591.49 g mol⁻¹
**Multiplicity**: 1

CARTESIAN COORDINATES (ANGSTROEM)
C -1.8775 3.1415 1.6940
C -1.4850 2.6163 0.3108
C -2.7345 2.1092 -0.4118
C -0.4586 1.4799 0.3949
C 0.8961 1.8959 1.0028
P 1.2659 1.2694 2.6413
C 2.2860 2.4684 3.5077
C -0.1581 0.9621 3.7136
C -0.8758 -0.3496 3.4673
O -1.8656 -0.5024 2.8055
Cl -0.0852 -1.7023 4.2948
H -2.3347 2.3275 2.2705
H -2.6008 3.9530 1.6257
H -1.0040 3.4941 2.2591
H -1.0331 3.4374 -0.2590
H -3.1577 1.2745 0.1558
H -3.4912 2.8963 -0.4448
H -2.5209 1.8001 -1.4359
H -0.8930 0.6162 0.8974
H -0.2552 1.1641 -0.6334
H 1.0274 2.9827 1.0090
H 1.7033 1.4928 0.3771
H 2.0156 0.1045 2.5382
H 3.1764 2.6626 2.9096
H 2.5403 2.1086 4.5030
H 1.7078 3.3941 3.5760
H -0.8829 1.7743 3.6424
H 0.2458 0.9442 4.7301
Cl -5.6501 3.8674 -1.8195
C -5.8911 5.4663 -1.0673
C -4.7992 6.4311 -1.4485
Cl -3.2273 5.9596 -0.7384
H -5.9262 5.3228 0.0094
H -6.8552 5.8404 -1.4055
H -5.0345 7.4232 -1.0688
H -4.6705 6.4830 -2.5257
Cl 0.5135 -1.7890 0.4224
C 1.8032 -3.0373 0.4298
C 2.9541 -2.7027 1.3384
Cl 3.8730 -1.2739 0.7742
H 2.1280 -3.1248 -0.6012
H 1.3472 -3.9711 0.7518
H 3.6520 -3.5367 1.3624
H 2.6143 -2.5044 2.3525
Cl 1.5540 -0.2055 -3.1763
C 1.0561 -1.6576 -4.0926
C 1.2706 -2.9162 -3.2954
Cl 3.0058 -3.2758 -3.0672
H 1.6175 -1.6717 -5.0224
H -0.0026 -1.5450 -4.3166
H 0.8404 -3.7718 -3.8134
H 0.8092 -2.8317 -2.3146
Cl 1.4812 -6.2152 -1.1714
C 2.6993 -7.4098 -1.7138
C 3.4789 -6.9155 -2.9040
Cl 2.4773 -6.8166 -4.3725
H 2.1740 -8.3347 -1.9337
H 3.3737 -7.5739 -0.8759
H 4.2951 -7.6023 -3.1202
H 3.8873 -5.9261 -2.7180

Atomic partial charges in e from the Mulliken method, atoms 1 to 6: C -1.31; C 0.66; C -1.22; C -0.77; C -0.66; P 0.82

***

(2)
Formula: C2H5NO4
Source: the Open Molecules 2025 dataset
Level of theory: ωB97M-V with the def2-TZVPD basis set

**Relative energy (zero: lowest compared OMol25 entry of this formula, charge and spin)**: 79.6 kcal per mole
**HOMO-LUMO gap (spin up / spin down)**: 8.48 / 7.34 eV
**Molecular weight**: 107.06 g mol⁻¹
**Multiplicity**: 3

CARTESIAN COORDINATES (ANGSTROEM)
C -2.0811 0.5986 0.0513
C 0.1464 -0.1982 0.3585
N 1.3457 0.2506 -0.1058
O 1.8191 1.3670 0.0280
O 3.0815 -0.7252 -0.3454
O -0.1560 -1.4967 0.1950
O -0.7500 0.7724 0.5090
H -2.8171 0.8301 0.7662
H -2.3837 -0.4106 -0.1157
H -2.1036 1.1638 -0.7959
H 3.4636 0.0699 -0.8835
H 0.4353 -2.2218 0.3383

Atomic partial charges in e from the Mulliken method, atoms 1 to 6: C -0.74; C 0.60; N 0.21; O -0.44; O -0.53; O -0.44